1.
115
Properties=species:S:1:pos:R:3 method="wB97M-V/def2-TZVPD" e_lumo_ev=-2.8 homo_energy_ha=-0.437 energy_ev=-54480.80608 relative_energy_kcal_mol=0.0 spin_multiplicity=1 mol_weight_g_mol=660.0 total_charge=+1 max_force_ev_per_a=1.63
C -3.8298 -6.2940 -0.7825
C -2.6598 -5.4178 -1.1267
C -2.7858 -4.0711 -1.4595
C -1.6540 -3.3160 -1.7363
C -0.3812 -3.8639 -1.7216
C -0.2325 -5.2221 -1.4331
C 1.1283 -5.8815 -1.4523
C 1.3762 -6.6024 -2.7713
C 2.6408 -7.4703 -2.8749
C 2.2742 -8.8076 -3.5559
C 0.7754 -8.7376 -3.9306
N 0.2701 -7.5699 -3.1138
C -1.3765 -5.9662 -1.1267
H -3.6941 -6.7242 0.2053
H -3.8598 -7.1161 -1.4949
H -4.7760 -5.7681 -0.8197
H -3.7603 -3.6084 -1.4847
H -1.7742 -2.2683 -1.9735
H 0.4937 -3.2660 -1.9270
H 1.9078 -5.1369 -1.3320
H 1.2116 -6.5627 -0.6021
H 1.3036 -5.8261 -3.5311
H 3.2271 -6.9560 -3.6301
H 3.1722 -7.6012 -1.9451
H 2.7935 -8.9570 -4.4920
H 2.3957 -9.6539 -2.8912
H 0.1599 -9.5598 -3.5892
H 0.5647 -8.5206 -4.9698
H -0.5815 -7.1129 -3.4413
H 0.0089 -7.9606 -2.2068
H -1.2666 -7.0146 -0.8594
C -0.9265 2.3351 -1.6350
C -0.6296 1.4712 -2.8544
C -1.8913 1.1464 -3.6669
C -2.8578 0.4045 -2.8570
N -3.6010 -0.1737 -2.2023
H -1.5880 1.8251 -0.9326
H -0.0021 2.5688 -1.1051
H -1.3996 3.2752 -1.9251
H -0.1486 0.5475 -2.5349
H 0.0777 1.9867 -3.4986
H -1.6350 0.5428 -4.5387
H -2.3613 2.0662 -4.0177
C 3.8974 3.0210 0.1451
C 4.3340 1.5601 0.1194
C 4.5895 1.0380 -1.2988
C 3.3796 1.1180 -2.1199
N 2.4295 1.1759 -2.7595
H 2.9497 3.1670 -0.3766
H 3.7591 3.3588 1.1724
H 4.6466 3.6627 -0.3227
H 3.5691 0.9482 0.6026
H 5.2482 1.4473 0.7010
H 4.9144 -0.0021 -1.2681
H 5.3746 1.6197 -1.7837
C 6.2115 4.2403 3.6715
C 6.0779 3.0942 4.6660
C 7.2107 2.0659 4.5526
C 7.2316 1.4555 3.2229
N 7.2314 0.9974 2.1724
H 6.1618 3.8853 2.6398
H 5.4034 4.9555 3.8140
H 7.1594 4.7671 3.8063
H 5.1189 2.5950 4.5159
H 6.0722 3.4963 5.6798
H 7.0837 1.2741 5.2911
H 8.1774 2.5387 4.7311
C -7.1751 -2.9205 1.8040
C -6.9565 -3.8484 0.6149
C -8.2332 -4.0762 -0.2026
C -9.2749 -4.6986 0.6162
N -10.0781 -5.1835 1.2734
H -7.8914 -3.3407 2.5111
H -6.2388 -2.7606 2.3408
H -7.5471 -1.9478 1.4817
H -6.5745 -4.8095 0.9693
H -6.1925 -3.4203 -0.0388
H -8.0332 -4.7289 -1.0531
H -8.6120 -3.1291 -0.5889
C -0.6214 4.4642 -6.7592
C -1.3374 5.8077 -6.6773
C -1.7305 6.1858 -5.2444
C -2.6426 5.1957 -4.6704
N -3.3636 4.4199 -4.2322
H -1.2645 3.6499 -6.4209
H -0.3328 4.2474 -7.7873
H 0.2832 4.4622 -6.1476
H -2.2304 5.7818 -7.3037
H -0.6894 6.5890 -7.0769
H -2.2246 7.1573 -5.2262
H -0.8453 6.2479 -4.6096
C 7.3018 9.5057 5.9311
C 7.5611 8.6350 4.7071
C 6.2818 8.3035 3.9292
C 5.3323 7.5657 4.7636
N 4.6003 6.9781 5.4211
H 6.6597 8.9983 6.6521
H 8.2379 9.7425 6.4359
H 6.8234 10.4456 5.6504
H 8.0471 7.7080 5.0177
H 8.2516 9.1484 4.0361
H 6.5134 7.6935 3.0550
H 5.7983 9.2176 3.5819
C -5.0184 0.2128 4.6640
C -6.0424 0.3902 5.7792
C -7.2699 -0.5122 5.6086
C -7.9688 -0.2197 4.3562
N -8.5044 0.0204 3.3723
H -5.4351 0.4864 3.6938
H -4.1500 0.8478 4.8381
H -4.6738 -0.8222 4.6086
H -6.3612 1.4331 5.8160
H -5.5761 0.1645 6.7396
H -7.9687 -0.3673 6.4325
H -6.9735 -1.5624 5.6014

---

2.
120
Properties=species:S:1:pos:R:3 method="wB97M-V/def2-TZVPD" e_lumo_ev=-0.7 homo_energy_ha=-0.302 energy_ev=-78289.23245 spin_multiplicity=1 mol_weight_g_mol=759.0 total_charge=0 max_force_ev_per_a=1.07
C 9.6434 -2.0634 -2.2061
C 9.0890 -1.0085 -2.0805
C 8.1492 0.0469 -1.8183
C 8.0907 0.5341 -0.5194
C 7.1791 1.5029 -0.1709
C 6.3253 1.9832 -1.1434
C 6.3955 1.5283 -2.4596
C 7.3070 0.5364 -2.8308
P 7.5849 -0.2767 -4.4695
C 6.5659 -1.7830 -4.1834
O 6.6631 0.4782 -5.5933
C 5.4268 2.1842 -3.4002
O 5.7162 2.7017 -4.4414
C 4.0306 2.2853 -2.8280
C 2.8583 1.9764 -3.5033
P 2.8308 1.4034 -5.2133
O 3.2109 2.3539 -6.2734
C 1.6520 2.0746 -2.8201
C 1.6001 2.4841 -1.4985
C 0.2914 2.5005 -0.7477
C 0.2726 1.3171 0.2515
C -1.0176 0.4998 0.2208
C -1.2016 -0.2538 -1.0905
N -0.2239 -1.3429 -1.2167
C 0.1205 -1.7639 -2.4909
N 1.2351 -2.3666 -2.6556
N -0.8498 -1.5363 -3.4878
C 2.7708 2.8177 -0.8390
C 3.9750 2.7048 -1.5045
C 5.2662 2.9770 -0.8096
O 5.4248 3.8986 -0.0502
H 10.1275 -2.9999 -2.3154
H 8.7469 0.1414 0.2407
H 7.0919 1.8891 0.8328
H 5.5673 -1.5413 -3.8190
H 7.0772 -2.4529 -3.5025
H 6.4770 -2.2612 -5.1578
H 5.8751 -0.0085 -5.8532
H 3.5996 0.2180 -5.2253
H 1.4927 0.9769 -5.3659
H 0.7275 1.8074 -3.3150
H 0.2592 3.4243 -0.1754
H -0.5448 2.4453 -1.4364
H 1.1007 0.6552 -0.0057
H 0.4789 1.6526 1.2644
H -0.9962 -0.2418 1.0204
H -1.8665 1.1629 0.3780
H -1.1222 0.4612 -1.9132
H -2.2040 -0.6733 -1.1383
H 0.6272 -1.1614 -0.7039
H 1.3568 -2.6373 -3.6260
H -0.9551 -0.5529 -3.7019
H -0.5790 -2.0087 -4.3386
H 2.7539 3.1285 0.1954
C -2.1764 -2.9999 1.0382
C -3.4782 -2.5430 1.6730
N -4.6595 -2.9639 0.9447
C -5.8531 -2.2598 1.3706
C -6.3696 -2.4775 2.7987
C -4.7905 -4.3912 0.7171
C -4.8255 -5.3153 1.9429
H -2.1152 -2.6637 0.0044
H -1.3349 -2.5682 1.5818
H -2.0520 -4.0836 1.0597
H -3.4732 -1.4480 1.6779
H -3.4951 -2.8554 2.7301
H -6.6611 -2.4838 0.6680
H -5.6447 -1.1922 1.2407
H -6.8759 -3.4358 2.9082
H -7.0974 -1.7019 3.0462
H -5.5708 -2.4227 3.5387
H -3.9643 -4.7075 0.0761
H -5.6879 -4.5566 0.1156
H -4.0773 -5.0375 2.6866
H -4.6145 -6.3412 1.6351
H -5.8014 -5.3203 2.4262
C -4.0155 5.2373 -1.3217
C -4.7781 3.9224 -1.3872
N -4.7198 3.1610 -0.1525
C -5.2157 1.8029 -0.2944
C -6.6988 1.5997 -0.6299
C -5.1441 3.8692 1.0431
C -6.5694 4.4387 1.0789
H -2.9742 5.0704 -1.0420
H -4.0324 5.7190 -2.3001
H -4.4570 5.9355 -0.6102
H -4.3299 3.3086 -2.1736
H -5.8107 4.1308 -1.7086
H -4.9846 1.2563 0.6250
H -4.6211 1.3164 -1.0752
H -7.3389 1.7790 0.2329
H -6.8648 0.5660 -0.9403
H -7.0327 2.2415 -1.4455
H -4.4459 4.6921 1.2129
H -5.0011 3.2034 1.8980
H -6.8401 4.9260 0.1414
H -6.6450 5.1878 1.8693
H -7.3131 3.6727 1.2921
C -0.2556 -2.9378 4.2626
C 0.9536 -2.4434 3.4815
N 1.2365 -1.0333 3.6827
C 2.2066 -0.5066 2.7386
C 3.6411 -1.0464 2.7844
C 1.4020 -0.6157 5.0641
C 2.5030 -1.2898 5.8949
H -1.1374 -2.3412 4.0218
H -0.4614 -3.9743 3.9912
H -0.1018 -2.9139 5.3418
H 0.7476 -2.5853 2.4165
H 1.8141 -3.0892 3.7168
H 2.2340 0.5818 2.8501
H 1.8087 -0.6860 1.7332
H 4.2004 -0.6476 3.6296
H 4.1732 -0.7485 1.8780
H 3.6694 -2.1350 2.8345
H 0.4493 -0.7654 5.5774
H 1.5552 0.4665 5.0741
H 2.5323 -2.3687 5.7379
H 2.3171 -1.1196 6.9569
H 3.4899 -0.8861 5.6742

---

3.
144
Properties=species:S:1:pos:R:3 method="wB97M-V/def2-TZVPD" e_lumo_ev="1.3 / 1.5" s_squared=0.76 homo_energy_ha="-0.042 / -0.200" energy_ev=-517607.05369 spin_multiplicity=2 mol_weight_g_mol=1461.4 total_charge=-1 max_force_ev_per_a=5.42
C -3.9155 1.4304 6.4878
C -3.1688 1.5445 7.6292
C -1.8664 2.0406 7.5080
C -1.3746 2.2866 6.2062
C -2.1691 2.2271 5.0673
C -3.4884 1.7605 5.2078
N 0.0511 2.5027 6.1120
O 0.4903 2.5457 4.9800
O 0.6937 2.6638 7.1241
H -4.9372 1.0924 6.5788
H -3.5897 1.3295 8.6003
H -1.2357 2.0259 8.3845
H -1.7643 2.2820 4.0675
H -4.1098 1.3854 4.4080
C 3.5418 -8.5791 0.3556
C 3.4527 -8.1401 1.7973
O 2.1513 -7.8086 2.1265
C 1.9285 -7.1887 3.2480
O 2.7084 -6.8189 4.1215
O 0.5984 -6.9944 3.3024
C 0.0592 -6.0083 4.1769
H 4.5815 -8.7551 0.0798
H 3.1486 -7.8670 -0.3700
H 3.0147 -9.5178 0.1850
H 4.1319 -7.3084 1.9845
H 3.8974 -8.9196 2.4160
H -0.5632 -5.4540 3.4744
H 0.7917 -5.3811 4.6850
H -0.5684 -6.5180 4.9079
C 6.7273 -4.7747 5.6931
C 6.9912 -4.2575 4.3504
O 5.8228 -3.6871 3.8092
C 5.1295 -4.3286 2.8553
O 5.4884 -5.3395 2.2177
O 4.0435 -3.6149 2.5100
C 3.1237 -4.1154 1.5234
H 6.5771 -4.0381 6.4824
H 7.4794 -5.5028 5.9969
H 5.8068 -5.3584 5.7044
H 7.3645 -5.1193 3.7971
H 7.8165 -3.5480 4.2919
H 3.5391 -3.9346 0.5320
H 2.2366 -3.5135 1.7207
H 2.9672 -5.1941 1.5278
C 3.9385 0.7085 -1.6885
C 2.7086 -0.0040 -1.1681
O 2.8755 -0.4317 0.1875
C 2.6919 0.4450 1.2010
O 2.5558 1.6534 1.0817
O 2.8058 -0.2383 2.4084
C 2.6552 0.5109 3.5415
H 4.8091 0.0616 -1.5804
H 4.1981 1.5942 -1.1086
H 3.7963 0.9594 -2.7396
H 2.5352 -0.9516 -1.6779
H 1.8228 0.6081 -1.3380
H 3.5761 1.0642 3.7256
H 2.5479 -0.2149 4.3477
H 1.8248 1.2142 3.4789
C -3.2774 1.3870 -5.4709
C -2.1798 0.4031 -6.0177
O -1.5177 -0.0572 -4.9385
C -0.4964 -0.8658 -5.0694
O 0.0323 -1.1462 -6.1105
O -0.3370 -1.3662 -3.8345
C 0.7620 -2.2032 -3.5965
H -3.8539 1.8641 -6.2634
H -2.6938 2.2088 -5.0559
H -3.9439 0.9620 -4.7203
H -1.6035 1.0883 -6.6393
H -2.5738 -0.3770 -6.6692
H 0.9262 -2.2269 -2.5192
H 1.6571 -1.7592 -4.0321
H 0.5828 -3.2121 -3.9683
C -0.9846 1.3189 -2.0182
C -1.0620 1.2852 -0.4622
O -1.1332 -0.0642 -0.0302
C -0.7403 -0.3167 1.2303
O -0.5358 0.4872 2.1433
O -0.5651 -1.6518 1.3193
C -0.0782 -2.3419 2.4649
H -1.5281 2.1925 -2.3781
H -1.4645 0.4809 -2.5237
H 0.0275 1.4576 -2.3986
H -1.9589 1.8178 -0.1457
H -0.2257 1.8204 -0.0125
H 0.1069 -3.3968 2.2621
H -0.8742 -2.3970 3.2076
H 0.8349 -1.8499 2.8001
C 4.4447 8.8171 -1.4629
C 4.1799 7.4904 -2.1182
O 3.1873 6.8388 -1.4398
C 2.7281 5.6535 -1.8988
O 3.0791 5.0015 -2.8633
O 1.7509 5.3447 -0.9939
C 1.2407 4.0156 -0.8973
H 3.6377 9.5320 -1.6239
H 5.2466 9.2412 -2.0673
H 4.7355 8.8808 -0.4144
H 5.0747 6.8775 -2.0092
H 3.8732 7.6331 -3.1544
H 1.9189 3.2919 -1.3495
H 0.3735 3.9558 -1.5550
H 0.9244 3.7409 0.1089
C -8.2025 -2.0731 0.2823
C -7.1015 -1.5446 -0.6568
O -6.0471 -2.4669 -0.6381
C -4.7780 -2.0773 -1.0543
O -4.3865 -1.1242 -1.6573
O -3.9877 -3.1073 -0.6961
C -2.5776 -3.0855 -0.9740
H -9.1120 -1.4799 0.3774
H -7.8075 -2.3133 1.2694
H -8.6127 -3.0163 -0.0784
H -6.7705 -0.5418 -0.3868
H -7.4661 -1.5154 -1.6836
H -2.0586 -3.7960 -0.3307
H -2.1364 -2.0966 -0.8486
H -2.5224 -3.5407 -1.9629
C -0.5514 4.6053 -4.8372
C -0.9360 4.6127 -6.2927
O -2.3108 4.5821 -6.4463
C -2.8066 4.4011 -7.6475
O -2.1545 4.3597 -8.7446
O -4.0866 4.2599 -7.5065
C -4.9479 4.1175 -8.6015
H -1.2971 5.0866 -4.2045
H 0.3333 5.2396 -4.7807
H -0.3055 3.5844 -4.5452
H -0.5958 3.7591 -6.8789
H -0.4922 5.4918 -6.7599
H -5.0976 5.1112 -9.0238
H -5.8676 3.6035 -8.3219
H -4.5581 3.4651 -9.3828
C -3.4947 -2.1770 4.9065
Br -5.4135 -2.0633 5.5740
Br -3.5137 -2.1284 2.9116
Br -2.6637 -3.8076 5.7447
H -2.9417 -1.3120 5.2727
C -1.8100 6.5736 -1.0104
Br -2.9054 7.3666 -2.3245
Br -2.3205 4.7047 -0.7586
Br -1.5589 7.3829 0.7085
H -0.7783 6.5924 -1.3614